[1]
Entry from the OMol25 dataset: C20H34F14InN3O24S10 as an isolated structure (ωB97M-V with the def2-TZVPD basis set).

Output
Max |F|: 9.5 eV/Å
Net charge: +1
LUMO energy (alpha / beta): -9.42 / -9.27 eV
E_tot: -8321.644474 Eh
Gap between HOMO and LUMO (alpha / beta): 2.2 / 2.3 eV
2S+1: 2

Atoms and positions in Å:
H (1.3849, 4.5443, -3.5626)
C (-1.0481, 2.6408, 2.1858)
S (4.4313, -3.9546, -2.6250)
O (0.9152, 7.3214, -4.1389)
F (-0.0450, 0.1480, -4.7099)
F (-2.3720, 2.4919, 2.1276)
O (-2.8173, -2.1750, -3.8446)
S (-2.8582, 1.5984, -3.6976)
C (3.4052, -4.7975, -4.8130)
H (1.4948, -4.2232, 3.0707)
H (1.2898, 3.4028, 6.3119)
C (4.3477, -3.7583, -5.3522)
C (3.8866, -5.3977, -3.5349)
O (0.8886, 0.7126, 2.7939)
O (-0.9085, -4.8741, 2.7973)
H (3.9528, -2.0360, -3.8498)
C (4.6450, -2.8546, -4.0469)
O (-2.1562, 1.8031, -4.9736)
S (0.3509, -4.0972, -1.1280)
O (-4.6808, -1.1508, 1.7132)
H (2.9516, 7.9007, -1.3340)
H (-0.6003, -3.9828, 5.9646)
C (-0.4913, -3.0026, 5.5004)
O (-4.2760, 1.8459, -3.7615)
H (-3.9182, 2.2231, 0.2701)
H (0.5877, 1.2470, 5.5977)
O (-2.3716, 2.1296, 8.2352)
O (-0.6719, -6.3593, -1.8266)
S (2.0529, 6.7883, -3.4087)
S (-1.8176, 2.0665, 6.9137)
S (-2.5769, -0.8949, -4.3937)
O (0.8724, -4.1289, -2.4938)
C (-2.0629, 2.9291, -2.4826)
O (1.9329, -0.4015, 0.5788)
C (0.9067, 5.2561, -1.4352)
H (-6.0147, 0.2522, 2.6356)
O (3.3147, -3.4710, -1.7922)
F (-1.8526, 4.1003, -3.2093)
C (0.6643, 1.3956, 6.6748)
S (1.2447, 0.6722, -0.0225)
C (-0.7021, -0.9582, -5.0288)
F (-0.8171, 3.4602, 1.1909)
S (-0.3674, 0.8267, 1.9573)
F (-0.4644, 3.0949, 3.3311)
H (-0.5719, -2.1796, 6.2105)
S (-1.6226, -5.4175, -1.3250)
H (1.6566, -3.1978, 5.3196)
O (5.8102, -4.1678, -2.0161)
H (2.3745, 6.1978, 0.0632)
C (1.9825, 7.5061, -1.6393)
F (0.6304, -2.5067, -0.6096)
H (1.4570, 0.9091, 7.2433)
F (0.5595, -0.6145, -2.3701)
N (-1.1279, -3.7717, -1.0924)
F (-0.6450, -0.9975, -6.3533)
O (-3.9101, 1.2632, 0.2872)
H (3.3073, -5.4537, -5.6778)
O (0.8642, -4.8494, 0.0426)
F (-2.3977, -5.1455, -2.7531)
F (-1.0251, 2.4579, -1.9134)
H (0.9448, 3.2085, 7.9338)
O (-0.6028, 0.9266, 7.0581)
H (4.8045, -5.9354, -3.7725)
O (1.8447, 2.0015, 0.2619)
O (-2.7481, 1.8377, 5.8030)
F (-3.0327, 3.2429, -1.5973)
H (5.1907, -4.2110, -5.8743)
H (-5.1425, 2.1365, 1.6570)
S (-0.7277, -3.4502, 2.8621)
C (0.5671, 2.9042, 6.9577)
H (-5.9865, 1.0487, 0.5393)
C (-1.5592, -2.7925, 4.4285)
H (0.9885, 4.3554, -0.8269)
H (1.3374, 8.3712, -1.7927)
N (-0.3075, 0.5506, 0.2920)
H (5.6360, -2.5094, -3.7522)
H (-1.5146, -1.7116, 4.2952)
C (-5.0710, 1.1950, 1.1125)
H (-0.1029, 5.5744, -1.6952)
H (-2.6160, -3.0536, 4.4852)
C (0.8482, -2.7554, 4.7374)
N (-2.5181, 0.1787, -2.9849)
O (-3.4591, -0.4472, -5.5411)
H (-4.7245, -1.7663, 2.4487)
C (-5.0056, 0.1783, 2.2303)
O (3.4382, 6.8856, -3.8004)
H (2.7765, 4.7816, -2.5190)
H (2.4601, -4.2618, -4.7240)
H (1.4010, -2.5037, 2.6946)
O (-2.7142, -5.8471, -0.5105)
O (-0.7039, 3.2901, 6.6054)
F (1.3388, 1.4164, -2.6015)
O (-0.9599, -2.4989, 1.7867)
F (-0.2152, -2.1314, -4.6212)
C (1.5465, 6.3696, -0.6245)
H (1.0485, -1.6863, 4.6676)
H (0.8194, 6.7422, 0.0970)
H (3.2493, -5.9928, -2.8808)
C (1.0207, -3.2836, 3.3545)
C (1.4279, 0.2967, -1.9939)
C (1.7730, 5.1451, -2.7400)
F (2.6812, -0.1672, -2.1638)
In (-2.5534, -1.2932, -0.4454)
H (-4.2437, 0.4359, 2.9660)
H (3.8426, -3.1138, -6.0717)
O (-1.4473, -0.0267, 2.4586)


[2]
Entry from the OMol25 dataset: a 8-piece molecular cluster, C32H48O24 overall (ωB97M-V with the def2-TZVPD basis set).

Output
ΔE to the lowest compared entry with this formula, charge and spin: 146.2 kcal/mol
Max |F|: 7.7 eV/Å
LUMO energy: -0.43 eV
E_tot: -3053.831433 Eh
Gap between HOMO and LUMO: 9.4 eV
Structure (SMILES): C[C@H]1COC(=O)O1.C[C@H]1COC(=O)O1.C[C@H]1COC(=O)O1.C[C@H]1COC(=O)O1.C[C@H]1COC(=O)O1.C[C@H]1COC(=O)O1.C[C@H]1COC(=O)O1.C[C@H]1COC(=O)O1
2S+1: 1

Atoms and positions in Å:
H (2.4574, -6.7797, -2.9916)
C (3.2204, -2.1793, 0.4178)
O (3.5439, -2.3862, 1.6731)
O (1.0939, -6.6757, -0.2641)
C (2.9819, 1.2022, 1.4751)
H (3.0860, 6.6561, -0.5558)
C (-0.6218, 1.8041, -2.1238)
C (3.8466, -0.1148, 1.2045)
O (3.2961, -0.8220, 0.0819)
C (1.4581, 4.8728, 0.9577)
H (-0.2870, 0.4288, 1.0282)
C (3.6556, -1.1244, 2.3215)
H (-2.1009, -5.7475, 3.0962)
H (4.4809, -1.0736, 3.0317)
O (1.4822, 6.1604, 0.4405)
O (0.4663, -0.1587, -1.4686)
H (-4.0385, -3.8010, 1.9388)
H (0.3145, -5.7164, -4.0789)
H (-0.5926, -4.8417, 2.7949)
H (-0.7895, 1.2770, -3.0630)
H (0.4803, -5.1176, -1.5823)
O (-3.9462, -2.2517, -6.4321)
H (-1.7257, 1.2898, 0.4597)
C (2.7683, 6.6919, 0.4862)
C (1.0402, -8.0264, -0.6405)
O (0.6364, 0.5993, 3.6656)
O (-1.6087, 5.6193, -0.0230)
O (-1.8845, -7.5881, -0.2934)
C (-1.9866, -3.3220, -7.0212)
H (0.8394, 1.6356, -0.5577)
H (-0.1271, 1.1153, 6.4675)
H (3.2387, 1.8696, 2.2977)
C (1.1085, 1.3797, 4.6899)
H (-0.4705, 7.9607, -0.1845)
H (-3.1529, 6.2803, 2.5432)
O (2.9681, -3.0213, -0.4114)
C (1.3044, -5.7927, -1.3518)
H (-1.5511, 2.3157, -1.8733)
O (0.5574, 4.1404, 0.6683)
H (-3.3192, -2.3610, -3.9472)
H (2.9722, 1.8678, 0.6119)
H (0.1260, 2.5865, -2.2527)
H (-0.6339, -6.8689, -3.3641)
C (3.5587, 5.6836, 1.4187)
C (-1.9723, -4.4370, 1.2295)
O (-0.3852, -2.3563, -1.3990)
C (0.6777, 0.6194, 5.9249)
H (-1.0538, 6.4007, 1.6711)
O (1.1845, -8.0308, -1.9336)
C (0.0189, 1.0364, -0.9524)
O (0.1314, -0.6142, 5.4454)
C (-3.8877, -2.4066, -7.7233)
C (0.1709, -0.6283, 4.0746)
O (-0.3813, -1.4924, 3.4025)
H (-1.5916, 8.8736, 0.9017)
H (4.3893, 5.3272, 0.8095)
C (0.4180, -6.6782, -3.5765)
H (2.7043, -0.9694, 2.8305)
H (-1.1443, -3.9864, 0.6822)
C (-1.4907, 8.0565, 0.1874)
H (-2.5540, -2.7267, 2.3490)
C (-0.9258, 0.6109, 0.1640)
O (-2.8084, -2.9359, -8.1243)
C (-2.6400, 4.8949, -0.2079)
C (1.4898, -6.8153, -2.4910)
H (0.4638, 3.4294, 5.4008)
H (-0.6052, 2.5992, 4.4260)
H (2.2273, -5.2695, -1.1011)
C (-2.5189, -2.7784, -4.5582)
O (-1.3188, -0.5922, -0.3490)
O (0.9988, -8.9188, 0.1739)
C (-1.8091, 6.6134, 0.9145)
H (-0.9411, -3.0135, -7.0167)
H (1.5204, 0.6282, 6.6161)
O (-3.5637, 5.2221, 0.7621)
H (1.9413, 0.9233, 1.6405)
C (-1.4217, -5.3748, 2.3295)
H (2.1922, 7.9602, 2.1133)
C (-3.2249, 6.3643, 1.4589)
H (-3.1561, -2.8625, 0.8422)
H (2.2943, 8.8156, 0.5565)
H (-1.7502, -2.2417, -4.0024)
H (-3.9287, 7.1703, 1.2510)
H (0.9226, 3.4006, 3.7389)
C (-3.0165, -3.4895, 1.7228)
O (2.5476, 4.5997, 1.5895)
O (-4.8258, -1.9775, -8.4236)
H (-2.2404, 8.2854, -0.5701)
C (2.7222, 8.0170, 1.1625)
H (0.5723, -7.5072, -4.2673)
C (-0.3697, -1.1843, -1.0761)
O (-2.9164, 4.1076, -1.1235)
H (2.1919, 1.3851, 4.8097)
C (-2.6841, -2.4335, -5.9735)
O (-1.1418, -6.5635, 1.7193)
H (-1.9596, -4.4059, -6.9093)
C (0.4639, 2.7910, 4.5173)
H (3.7706, 8.0919, 1.4510)
H (-2.4119, -3.8607, -4.4849)
H (4.9012, 0.1319, 1.0817)
H (-2.1001, -1.5353, -6.1743)
O (-2.4012, -5.4356, 0.3232)
C (-1.8202, -6.6158, 0.5154)
H (3.9005, 6.1152, 2.3595)


[3]
Entry from the OMol25 dataset: F6Li5N4O15S6 as an isolated structure (ωB97M-V with the def2-TZVPD basis set).

Output
Max |F|: 8.6 eV/Å
Net charge: +1
LUMO energy: -7.67 eV
E_tot: -4372.930016 Eh
Gap between HOMO and LUMO: 3.6 eV
2S+1: 1

Atoms and positions in Å:
O (-5.2284, -9.6111, 16.1681)
O (-2.4984, -10.8854, 16.1419)
F (-6.8078, -11.0573, 15.4751)
O (-12.9325, -8.7888, 4.5455)
O (-8.4676, -7.1980, 12.4744)
N (-8.6671, -8.0347, 11.6059)
O (-15.1535, -11.0791, 4.8116)
Li (-10.4700, -4.4844, 13.9165)
Li (-13.0220, -6.0784, 10.3950)
O (-13.9659, -7.1733, 13.9266)
O (-5.7457, -11.7619, 17.3838)
N (-4.6427, -11.8471, 14.9728)
O (-17.3873, -9.5566, 12.1591)
O (-7.7456, -8.7588, 11.1952)
S (-16.7570, -8.2376, 12.0938)
S (-14.7650, -8.2947, 13.5051)
S (-14.9268, -10.0226, 5.7587)
O (-15.6379, -8.7679, 5.5848)
N (-15.2437, -8.3077, 11.8190)
F (-2.4662, -12.7550, 14.7073)
O (-9.7339, -8.0361, 11.0421)
O (-15.6115, -9.0158, 14.4295)
F (-13.6534, -9.4303, 13.3295)
F (-17.0172, -7.7449, 10.5416)
N (-13.4001, -10.1254, 6.6459)
Li (-6.5660, -5.2846, 15.3286)
Li (-13.3603, -10.3762, 9.9583)
S (-5.3267, -11.0505, 16.1754)
F (-15.7175, -10.5962, 7.1312)
S (-12.9107, -8.7889, 6.0416)
S (-3.2947, -12.0938, 15.9267)
O (-17.2267, -7.1597, 12.9435)
F (-11.3336, -9.0528, 6.3610)
Li (-4.8699, -11.2170, 11.5692)
O (-3.3769, -13.2183, 16.8768)
O (-13.1704, -7.5944, 6.8272)


[4]
Entry from the OMol25 dataset: C26H23BClI2N6O3Re as an isolated structure (ωB97M-V with the def2-TZVPD basis set).

Output
ΔE to the lowest compared entry with this formula, charge and spin: 5.2 kcal/mol
Max |F|: 1.1 eV/Å
Net charge: +1
LUMO energy (alpha / beta): -4.13 / -3.82 eV
E_tot: -2717.454811 Eh
Gap between HOMO and LUMO (alpha / beta): 6.6 / 7.2 eV
2S+1: 2

Atoms and positions in Å:
C (-3.0553, -1.2089, 4.2315)
C (-0.0557, -0.2415, -4.5537)
C (2.3630, -0.3591, -3.2049)
C (3.5757, -0.4162, 2.5952)
H (0.0237, -5.0236, -2.4151)
C (-0.4300, 4.5918, 0.5741)
H (-0.9849, 1.9770, -2.4969)
H (-2.6161, -1.1234, -0.3472)
H (4.2028, -1.0201, 3.2239)
H (3.1202, 2.5087, -0.4870)
C (-3.8259, -0.1380, 4.6271)
H (-2.2259, 0.9967, -0.8962)
H (-3.1436, -2.1577, 4.7446)
Cl (-4.9358, -0.2988, 5.9407)
N (0.1624, -1.6280, -0.6307)
O (1.3636, 0.6342, -1.3158)
O (-1.2031, 0.3216, 1.4740)
H (2.0917, -2.0852, -0.0814)
H (-2.7482, -1.1494, -2.1163)
C (-1.4010, -2.3088, 2.8244)
C (3.8181, 0.8747, 2.1399)
H (4.6587, 1.5269, 2.2998)
C (0.0625, -4.0695, -1.9082)
H (2.0762, -4.3147, -1.1763)
N (2.7877, 1.2877, 1.4099)
H (3.4352, 3.4206, 1.2628)
Re (0.1758, 0.3896, 0.1408)
I (4.1474, -0.5075, -2.1445)
H (-1.0247, 5.4862, 0.5911)
N (1.2939, 3.2012, 0.6652)
C (-3.7069, 1.0796, 3.9625)
H (1.7364, -1.6157, 2.2065)
C (-0.9380, -1.9930, -1.3072)
C (0.0274, 0.2497, -3.2581)
H (-1.8574, 2.9003, 0.3312)
I (0.9084, -1.5547, -7.0987)
H (3.1467, -1.2737, -4.9729)
C (-1.1697, 0.9072, -2.6246)
C (2.3345, -0.7295, 2.0807)
H (1.6989, 5.2397, 0.8672)
H (-4.3039, 1.9228, 4.2797)
C (-2.0324, 0.1303, 2.4964)
C (-0.8562, 3.2869, 0.4276)
C (-2.0612, -0.9951, -1.2804)
C (-2.8219, 1.2080, 2.9129)
H (-1.9199, -3.4696, -2.5004)
H (-0.9986, -0.1940, -5.0830)
C (2.2747, -0.8477, -4.4976)
C (1.2031, -3.6812, -1.2244)
B (2.7546, 2.6511, 0.6468)
H (-2.7101, 2.1583, 2.4098)
C (1.0603, -0.7893, -5.1695)
C (0.9481, 4.4835, 0.7210)
C (1.2163, -2.4503, -0.6001)
H (-1.6232, -3.1808, 3.4659)
H (-2.0343, 0.7883, -3.2836)
C (1.2470, 0.1933, -2.5817)
N (1.8623, 0.3027, 1.3568)
N (-1.5112, 0.3802, -1.2741)
O (-0.5990, -2.4145, 1.9213)
C (-2.1542, -1.0986, 3.1679)
C (-1.0231, -3.2101, -1.9555)
N (0.1942, 2.4490, 0.4869)


[5]
Entry from the OMol25 dataset: C39H31DyN8O2 as an isolated structure (ωB97M-V with the def2-TZVPD basis set).

Output
ΔE to the lowest compared entry with this formula, charge and spin: 0.0 kcal/mol
Max |F|: 1.1 eV/Å
LUMO energy (alpha / beta): -1.66 / -1.66 eV
E_tot: -2978.474725 Eh
Gap between HOMO and LUMO (alpha / beta): 5.4 / 5.4 eV
2S+1: 6

Atoms and positions in Å:
C (3.4771, -0.7144, 0.2153)
Dy (0.1248, -0.0712, 0.5173)
C (1.9207, -4.2403, 0.3563)
C (3.6570, 4.2034, 0.3452)
C (-4.9152, -3.8858, -6.7278)
H (0.8275, 6.8220, 0.4516)
C (-2.8831, 1.6001, 0.5210)
C (0.9897, 0.1107, 3.9813)
H (1.9083, -1.2727, 2.6214)
H (-1.1457, -3.4251, -4.1509)
N (2.5113, 0.1713, 0.3401)
C (2.0177, -2.7400, 0.4512)
H (2.1537, 0.8951, 7.0503)
C (2.0983, 0.4170, 6.0812)
C (-3.4181, -2.8216, -0.7770)
C (2.9445, 6.4998, 0.3654)
H (4.0697, -2.7553, -0.0153)
C (0.5391, 0.4805, -4.0047)
C (-0.5584, -0.3398, -4.1059)
H (5.0105, 0.3615, -0.8202)
C (3.0089, -1.0971, 4.4509)
N (-5.4982, -4.3595, -7.5964)
C (-2.8721, -3.6973, -5.3904)
H (-3.0948, 2.3314, 4.2420)
H (1.0874, 0.9528, -4.8020)
C (-4.1801, -3.2929, -5.6382)
C (1.0536, 0.7236, 5.2316)
C (-1.9931, 1.4824, 2.6225)
C (1.9790, 2.3393, 0.4159)
H (-2.7699, 1.3442, -0.5266)
O (0.7176, 2.0247, 0.4966)
N (-0.9706, 1.1050, 3.5240)
H (2.4621, -4.6188, -0.5096)
C (-4.0972, 2.5537, 2.3363)
C (-2.4548, -1.9785, 1.0401)
C (-3.9974, 2.2831, 0.9779)
C (-3.0795, 2.1473, 3.1778)
H (2.3581, -4.6996, 1.2458)
O (0.9504, -2.1192, 0.7946)
H (1.6104, 1.1509, -2.1561)
H (-4.0935, -3.4784, 1.2204)
C (2.3278, 3.7848, 0.3997)
C (-0.9282, -0.7089, -2.7813)
H (-4.7658, 2.5853, 0.2819)
C (-1.9897, -1.5394, -2.4217)
C (-3.4533, -2.8750, 0.5997)
H (-4.9580, 3.0751, 2.7333)
C (-2.1651, -3.1221, -4.3486)
H (-1.0628, -0.6445, -5.0075)
C (-4.0692, -1.7604, -3.7971)
C (1.6221, 6.0877, 0.4223)
H (-5.7962, -2.0131, -5.0468)
H (-4.0268, -3.3828, -1.4664)
H (-2.1842, -1.7608, 2.0668)
N (-1.9006, 1.2089, 1.3267)
H (-2.4172, -4.4550, -6.0132)
N (2.9584, 1.4872, 0.3307)
H (3.1850, 7.5549, 0.3506)
N (-0.0542, 0.4034, 3.0485)
C (1.9653, -0.7942, 3.5883)
H (5.5654, -1.1237, -0.0086)
H (3.8961, -0.7217, 6.3669)
N (-1.8322, -1.3874, 0.0289)
C (3.2275, -2.1135, 0.2038)
H (0.2942, 1.4355, 5.5193)
C (1.3142, 4.7346, 0.4399)
C (4.9019, -0.2648, 0.0651)
H (5.1951, 0.3558, 0.9120)
N (-0.0473, -0.1068, -1.8857)
C (3.9621, 5.5530, 0.3281)
C (-4.7805, -2.3217, -4.8429)
C (-2.7581, -2.1520, -3.5454)
H (-4.5282, -1.0081, -3.1700)
H (4.9960, 5.8699, 0.2860)
C (-2.4068, -1.8858, -1.1289)
C (3.0793, -0.4922, 5.6957)
H (0.8748, -4.5328, 0.2975)
H (4.4383, 3.4575, 0.3173)
H (0.2869, 4.3983, 0.4839)
H (3.7652, -1.8051, 4.1406)
C (0.8123, 0.5877, -2.6225)


[6]
Entry from the OMol25 dataset: C17H28N2O2 in the gas phase (ωB97M-V with the def2-TZVPD basis set).

Output
ΔE to the lowest compared entry with this formula, charge and spin: 68.7 kcal/mol
Max |F|: 1.6 eV/Å
LUMO energy: 0.63 eV
E_tot: -924.532493 Eh
Gap between HOMO and LUMO: 8.7 eV
Structure (SMILES): CCCCCCCCCCCC(=O)N/N=C/c1ccco1
2S+1: 1

Atoms and positions in Å:
H (-6.4444, 0.2777, -0.4858)
C (-1.2897, 0.7730, -0.6811)
C (8.6344, -2.1347, -0.2161)
H (-4.0295, 0.8861, -0.9636)
H (4.9692, -1.1835, 0.5713)
H (0.9339, 0.9458, 1.5739)
H (0.0372, -0.3537, -1.9315)
H (-1.9833, -1.0804, 0.1586)
C (0.1027, 0.2462, -1.0205)
C (7.0176, -0.7306, 0.1208)
C (1.7632, 1.5544, 1.2148)
H (-4.7866, -1.4805, -1.0922)
H (-1.6046, 1.4847, -1.4488)
N (5.3548, 0.8769, 0.4685)
H (-7.2040, -2.0881, -0.6208)
H (-6.0545, 0.0561, 1.2192)
H (2.0839, 0.8802, -1.5221)
H (8.1912, 1.0907, -0.1444)
C (9.1902, -0.8947, -0.3445)
H (10.2134, -0.6696, -0.5657)
H (-2.3660, -0.8761, -1.5492)
O (2.8620, -0.5811, 1.0410)
H (-3.6500, 0.6736, 0.7447)
H (0.4526, -0.4146, -0.2267)
C (8.1438, 0.0223, -0.1266)
H (4.0610, 2.3218, 0.7344)
H (9.0542, -3.1179, -0.2990)
C (-8.5204, -1.0587, 0.7316)
H (-8.4831, -0.5659, 1.7009)
H (0.4449, 2.8537, 0.1288)
C (-6.1135, -0.4546, 0.2548)
C (1.1332, 1.3507, -1.2590)
N (4.1019, 1.3108, 0.7401)
H (-1.2678, 1.3026, 0.2732)
H (0.8178, 1.9551, -2.1135)
H (2.1314, 3.0087, -0.3441)
C (-3.7019, 0.1579, -0.2174)
H (-6.8101, -2.3128, 1.0828)
C (2.9450, 0.6258, 0.9943)
C (5.6627, -0.3623, 0.4122)
H (-9.2370, -1.8748, 0.7890)
C (-2.3134, -0.3562, -0.5898)
C (-7.1418, -1.5794, 0.3440)
H (2.0150, 2.2832, 1.9888)
C (-4.7281, -0.9689, -0.1286)
H (-8.8769, -0.3398, -0.0031)
H (-4.3968, -1.7003, 0.6124)
O (7.3295, -2.0466, 0.0634)
C (1.3566, 2.2877, -0.0694)


> Which of these has the lowest E_tot?

C20H34F14InN3O24S10


> Look up the E_tot of the third one.

-4372.930016 Eh


> Which of these has the lowest E_tot?

C20H34F14InN3O24S10


> Which value of max |F| does entry 5 give?

1.1 eV/Å